1.
119
Properties=species:S:1:pos:R:3:mulliken_charge:R:1 method="wB97M-V/def2-TZVPD" total_charge=+1 homo_lumo_gap_ev=7.38 de_lowest_kcal_mol=15.5 homo_ev=-9.3 largest_force_ev_per_a=0.288 energy_ha=-3648.63027
Sn -0.17 -0.75 -0.63 0.301
N -2.65 0.78 -0.47 0.626
C -3.79 1.33 -1.22 -0.841
C -4.89 0.32 -1.49 -0.555
C -4.70 -0.76 -2.57 -0.635
C -4.29 -2.15 -2.11 -0.852
N -2.87 -2.27 -1.74 -0.072
H -2.99 0.29 0.35 -0.625
H -2.08 1.54 -0.11 -0.152
H -3.40 1.73 -2.17 0.430
H -4.25 2.17 -0.69 0.435
H -5.77 0.91 -1.76 0.421
H -5.16 -0.18 -0.54 0.193
H -4.02 -0.40 -3.34 0.303
H -5.66 -0.90 -3.06 0.349
H -4.54 -2.85 -2.91 0.396
H -4.89 -2.43 -1.24 0.402
H -2.31 -1.95 -2.52 -0.254
H -2.64 -3.25 -1.63 0.245
O -1.34 -0.40 1.90 0.720
P -1.45 0.50 3.08 0.957
C -0.09 1.70 3.26 -1.707
P 1.18 1.68 1.94 0.501
O 0.64 1.22 0.61 0.142
C 1.73 3.38 1.83 0.269
C 1.09 4.21 0.91 -0.160
C 1.49 5.53 0.78 -0.683
C 2.53 6.02 1.56 -0.568
C 3.17 5.19 2.46 -0.713
C 2.78 3.87 2.60 -0.541
C 2.55 0.68 2.53 0.702
C 3.34 0.10 1.54 -0.178
C 4.44 -0.66 1.89 -0.792
C 4.76 -0.84 3.23 -0.706
C 3.98 -0.26 4.22 -0.862
C 2.88 0.50 3.88 -0.640
C -1.45 -0.40 4.64 0.233
C -1.41 0.26 5.87 -0.592
C -1.45 -0.47 7.04 -0.789
C -1.53 -1.85 7.00 -0.567
C -1.59 -2.51 5.78 -0.676
C -1.55 -1.78 4.59 -0.205
C -2.98 1.46 3.07 0.969
C -3.12 2.74 3.60 -0.623
C -4.35 3.38 3.58 -0.835
C -5.46 2.75 3.03 -0.570
C -5.34 1.46 2.53 -0.711
C -4.11 0.82 2.55 -0.619
H 0.40 1.51 4.21 0.536
H -0.48 2.72 3.29 0.550
H 0.30 3.81 0.29 0.214
H 0.99 6.17 0.07 0.458
H 2.85 7.05 1.44 0.405
H 3.99 5.58 3.06 0.443
H 3.30 3.22 3.30 0.370
H 3.08 0.21 0.49 0.142
H 5.03 -1.12 1.11 0.532
H 5.62 -1.44 3.50 0.431
H 4.23 -0.40 5.26 0.456
H 2.29 0.95 4.67 0.430
H -1.36 1.34 5.91 0.384
H -1.42 0.05 8.00 0.438
H -1.56 -2.42 7.92 0.404
H -1.66 -3.59 5.75 0.465
H -1.59 -2.28 3.63 0.318
H -2.28 3.25 4.05 0.321
H -4.44 4.38 3.99 0.435
H -6.41 3.25 3.01 0.414
H -6.20 0.96 2.12 0.442
H -4.02 -0.20 2.18 0.380
C 0.38 -4.53 2.05 -1.519
C 0.49 -3.52 0.95 0.160
N -0.55 -2.94 0.47 0.911
O -1.73 -3.31 1.09 -0.633
C 1.80 -3.16 0.39 -0.115
C 2.99 -4.05 0.52 -1.896
N 1.85 -2.06 -0.30 2.268
O 2.93 -1.73 -0.91 -0.807
H -0.13 -4.08 2.90 0.069
H 1.35 -4.89 2.37 0.492
H -0.24 -5.37 1.72 0.330
H -2.40 -2.80 0.62 0.305
H 2.71 -5.08 0.77 0.512
H 3.68 -3.69 1.28 0.317
H 3.53 -4.05 -0.42 0.272
C 1.61 -4.34 -3.09 -1.386
Sb 0.81 -2.39 -3.46 0.562
C -0.58 -3.03 -4.98 -1.517
C 2.40 -1.82 -4.84 -1.408
C 2.01 -0.65 -5.70 0.671
C 1.28 -0.90 -6.86 -0.653
C 0.82 0.13 -7.67 -0.726
C 1.08 1.44 -7.32 -0.757
C 1.83 1.70 -6.18 -0.532
C 2.32 0.68 -5.37 0.884
C 3.16 1.06 -4.19 -1.841
Sb 2.07 1.16 -2.31 0.824
C 3.35 2.70 -1.51 -1.247
C 0.51 2.48 -3.01 -1.299
H 1.59 -4.92 -4.01 0.529
H 1.05 -4.86 -2.32 0.350
H 2.64 -4.21 -2.75 0.338
H -0.06 -3.65 -5.72 0.477
H -1.01 -2.17 -5.48 0.419
H -1.37 -3.62 -4.53 0.424
H 2.55 -2.71 -5.45 0.696
H 3.29 -1.65 -4.24 0.463
H 1.09 -1.92 -7.14 0.397
H 0.26 -0.10 -8.57 0.421
H 0.72 2.26 -7.93 0.419
H 2.07 2.73 -5.93 0.375
H 3.58 2.05 -4.33 0.686
H 3.97 0.36 -4.02 0.735
H 3.17 3.62 -2.06 0.464
H 4.39 2.40 -1.63 0.534
H 3.15 2.86 -0.45 0.163
H 0.89 3.49 -3.13 0.431
H -0.31 2.48 -2.29 0.173
H 0.14 2.12 -3.97 0.425

=====

2.
112
Properties=species:S:1:pos:R:3:nbo_charge:R:1 method="wB97M-V/def2-TZVPD" multiplicity=3 homo_lumo_gap_ev="7.19 / 7.03" homo_ev="-7.0 / -7.0" largest_force_ev_per_a=3.197 energy_ha=-3858.79478
V 0.27 -1.28 0.21 1.027
C 2.63 0.60 1.16 -1.105
Si 2.83 -0.49 -0.40 1.700
C 4.63 -0.26 -0.91 -1.121
C 1.77 0.26 -1.80 -1.091
C 2.16 -2.23 -0.14 -1.971
Si 2.73 -3.38 -1.51 1.747
C 2.58 -2.60 -3.23 -1.121
C 4.56 -3.84 -1.26 -1.125
C 1.87 -5.07 -1.69 -1.122
Si 2.46 -2.89 1.57 1.730
C 4.13 -2.56 2.39 -1.132
C 2.10 -4.74 1.80 -1.113
C 1.05 -2.17 2.67 -0.200
C 1.04 -2.31 4.05 -0.178
C -0.11 -2.06 4.78 -0.169
C -1.25 -1.68 4.08 -0.237
C -1.18 -1.54 2.71 0.036
N -0.06 -1.75 2.01 -0.560
H 2.64 1.65 0.87 0.255
H 3.46 0.45 1.85 0.242
H 1.70 0.42 1.72 0.221
H 4.88 0.81 -0.94 0.240
H 4.81 -0.67 -1.90 0.235
H 5.31 -0.74 -0.21 0.237
H 1.68 1.34 -1.67 0.237
H 0.75 -0.16 -1.85 0.219
H 2.24 0.09 -2.77 0.257
H 3.32 -1.81 -3.38 0.225
H 1.59 -2.17 -3.41 0.234
H 2.75 -3.37 -3.99 0.238
H 5.21 -2.96 -1.31 0.230
H 4.88 -4.55 -2.03 0.232
H 4.71 -4.31 -0.29 0.222
H 0.98 -5.02 -2.32 0.235
H 1.59 -5.53 -0.74 0.234
H 2.58 -5.74 -2.19 0.235
H 4.93 -2.92 1.74 0.246
H 4.23 -3.09 3.34 0.234
H 4.31 -1.50 2.57 0.235
H 2.81 -5.36 1.26 0.239
H 1.09 -4.98 1.44 0.239
H 2.15 -5.00 2.85 0.234
H 1.94 -2.64 4.55 0.217
H -0.13 -2.18 5.86 0.222
H -2.19 -1.51 4.59 0.228
H -2.06 -1.25 2.14 0.223
C 0.72 5.00 2.42 -0.661
C 1.54 4.82 1.17 0.066
C 2.77 5.48 1.09 -0.229
C 3.58 5.38 -0.03 -0.209
C 3.14 4.65 -1.12 -0.212
C 1.92 4.00 -1.06 -0.242
C 1.12 4.05 0.09 -0.390
Sb -0.48 2.56 0.09 1.149
C -1.28 2.89 -1.89 -0.395
C -1.62 1.69 -2.53 -0.147
C -2.06 1.68 -3.85 -0.237
C -2.15 2.88 -4.55 -0.194
C -1.83 4.06 -3.91 -0.209
C -1.40 4.10 -2.59 -0.023
C -1.10 5.45 -1.98 -0.643
C -2.08 3.45 1.26 -0.400
C -3.03 4.29 0.68 -0.216
C -4.09 4.78 1.43 -0.209
C -4.23 4.41 2.75 -0.204
C -3.29 3.56 3.33 -0.235
C -2.21 3.08 2.60 0.063
C -1.23 2.15 3.27 -0.643
H 0.96 5.95 2.90 0.220
H 0.92 4.21 3.15 0.213
H -0.35 4.99 2.19 0.232
H 3.10 6.07 1.94 0.206
H 4.53 5.88 -0.05 0.214
H 3.74 4.58 -2.02 0.215
H 1.57 3.45 -1.93 0.215
H -1.53 0.75 -2.00 0.199
H -2.31 0.74 -4.33 0.216
H -2.48 2.88 -5.58 0.213
H -1.92 5.00 -4.46 0.207
H -1.85 6.17 -2.28 0.220
H -0.13 5.82 -2.33 0.230
H -1.06 5.41 -0.90 0.222
H -2.94 4.57 -0.36 0.217
H -4.83 5.43 0.96 0.213
H -5.06 4.78 3.34 0.214
H -3.40 3.27 4.37 0.205
H -1.45 2.04 4.33 0.218
H -0.20 2.52 3.17 0.214
H -1.26 1.17 2.81 0.208
C -1.36 -4.17 -0.45 -0.592
C -2.00 -2.91 -1.09 -0.128
C -1.62 -2.92 -2.59 -0.592
C -1.39 -1.68 -0.45 -0.720
C -3.51 -2.94 -0.89 0.003
C -4.06 -3.27 0.35 -0.168
C -5.43 -3.32 0.55 -0.225
C -6.30 -3.02 -0.49 -0.230
C -5.78 -2.65 -1.71 -0.203
C -4.40 -2.61 -1.91 -0.221
H -0.29 -4.14 -0.64 0.220
H -1.79 -5.08 -0.88 0.211
H -1.51 -4.17 0.63 0.197
H -0.54 -3.04 -2.67 0.215
H -1.90 -1.98 -3.07 0.202
H -2.11 -3.75 -3.11 0.208
H -2.12 -0.85 -0.37 0.161
H -3.40 -3.50 1.18 0.195
H -5.82 -3.60 1.52 0.206
H -7.37 -3.08 -0.34 0.210
H -6.44 -2.40 -2.53 0.208
H -4.03 -2.32 -2.89 0.211

=====

3.
119
Properties=species:S:1:pos:R:3:lowdin_spin:R:1 method="wB97M-V/def2-TZVPD" multiplicity=3 homo_lumo_gap_ev="6.57 / 6.14" de_lowest_kcal_mol=22.0 homo_ev="-7.1 / -7.4" largest_force_ev_per_a=1.416 energy_ha=-4584.98258
V -0.66 1.55 2.50 1.709
N -2.83 5.25 3.39 0.015
C -2.37 3.98 3.27 0.018
S -0.66 3.72 3.45 -0.032
N -3.24 3.04 3.05 0.004
N -2.58 1.84 2.92 0.078
C -3.29 0.75 3.08 0.102
C -2.54 -0.46 3.03 0.127
C -3.20 -1.73 3.27 -0.004
C -2.47 -2.82 3.51 0.080
C -0.97 -2.73 3.54 0.011
C -0.44 -1.57 2.69 0.006
N -1.24 -0.33 2.80 0.015
H -2.22 5.95 3.77 0.000
H -3.83 5.38 3.49 0.000
H -4.35 0.81 3.30 0.004
H -4.28 -1.74 3.31 -0.002
H -2.95 -3.75 3.76 0.004
H -0.20 -4.62 4.16 0.000
H 0.55 -1.32 3.10 0.001
C -1.67 3.98 -0.05 -0.015
Si -1.22 2.13 0.05 -0.078
C -0.10 1.98 -1.48 -0.016
C -0.69 2.30 -2.71 -0.003
C 0.04 2.27 -3.89 -0.001
C 1.39 1.94 -3.86 0.000
C 1.99 1.66 -2.65 0.000
C 1.27 1.68 -1.46 -0.001
P 1.98 1.28 0.18 -0.018
C 3.27 0.00 -0.22 -0.004
C 2.70 -1.15 -1.08 0.000
C 3.46 -2.46 -0.86 0.000
C 4.93 -2.19 -0.60 0.000
C 5.12 -1.43 0.72 0.000
C 3.90 -0.56 1.06 0.000
C 3.00 2.77 0.59 -0.001
C 4.13 3.15 -0.40 -0.001
C 3.99 4.57 -0.93 0.000
C 3.89 5.60 0.19 0.000
C 2.84 5.19 1.26 0.000
C 2.06 3.95 0.83 0.002
C -2.84 1.19 -0.42 -0.003
C -4.06 1.81 -0.11 -0.003
C -5.28 1.24 -0.40 0.000
C -5.33 0.00 -1.01 -0.001
C -4.15 -0.66 -1.29 0.000
C -2.91 -0.10 -1.00 -0.002
P -1.37 -1.09 -1.19 -0.001
C -1.75 -2.22 -2.58 0.000
C -1.99 -1.41 -3.87 0.000
C -1.68 -2.24 -5.13 0.000
C -1.89 -3.73 -4.88 0.000
C -0.90 -4.24 -3.82 0.000
C -0.56 -3.15 -2.80 0.000
C -1.50 -2.11 0.39 0.000
C -1.94 -3.59 0.31 0.002
C -0.93 -4.67 0.71 0.000
C -0.89 -5.02 2.20 0.001
C -0.26 -4.07 3.23 0.002
C -0.24 -1.84 1.21 0.002
H -2.69 4.12 -0.41 -0.001
H -1.00 4.45 -0.77 -0.001
H -1.57 4.53 0.89 -0.001
H -1.74 2.54 -2.75 0.000
H -0.45 2.50 -4.83 0.000
H 1.96 1.91 -4.78 0.000
H 3.05 1.40 -2.64 0.000
H 4.06 0.50 -0.78 -0.001
H 2.76 -0.87 -2.13 0.000
H 1.64 -1.29 -0.88 0.000
H 3.32 -3.12 -1.72 0.000
H 3.04 -3.00 0.00 0.000
H 5.33 -1.60 -1.43 0.000
H 5.51 -3.12 -0.59 0.000
H 6.01 -0.81 0.67 0.000
H 5.28 -2.14 1.54 0.000
H 4.18 0.23 1.75 0.000
H 3.15 -1.15 1.58 0.000
H 3.44 2.52 1.56 0.000
H 4.16 2.47 -1.26 0.000
H 5.10 3.04 0.09 0.000
H 3.11 4.63 -1.58 0.000
H 4.85 4.81 -1.57 0.000
H 3.63 6.57 -0.23 0.000
H 4.87 5.71 0.66 0.000
H 2.16 6.01 1.46 0.000
H 3.34 4.96 2.20 0.000
H 1.48 4.17 -0.08 0.000
H 1.33 3.69 1.60 0.002
H -4.05 2.78 0.38 0.000
H -6.20 1.76 -0.15 0.000
H -6.28 -0.46 -1.25 0.000
H -4.19 -1.65 -1.75 0.000
H -2.64 -2.83 -2.38 0.000
H -1.36 -0.52 -3.86 0.000
H -3.02 -1.06 -3.89 0.000
H -0.65 -2.07 -5.44 0.000
H -2.30 -1.89 -5.96 0.000
H -1.78 -4.29 -5.81 0.000
H -2.92 -3.89 -4.55 0.000
H 0.01 -4.59 -4.31 0.000
H -1.33 -5.11 -3.31 0.000
H 0.28 -2.55 -3.15 0.000
H -0.22 -3.61 -1.86 0.000
H -2.32 -1.57 0.89 0.000
H -2.29 -3.81 -0.70 0.000
H -2.83 -3.72 0.94 0.001
H 0.07 -4.44 0.34 0.000
H -1.22 -5.59 0.19 0.000
H -0.34 -5.96 2.30 0.000
H -1.91 -5.26 2.51 0.000
H 0.77 -3.85 2.95 0.000
H -0.72 -2.50 4.58 0.004
H 0.49 -2.65 1.08 0.001
H 0.26 -0.95 0.82 0.001
F 0.66 0.59 4.94 0.010
C 1.00 1.27 3.79 -0.010
F 1.97 0.46 3.22 0.001
F 1.72 2.34 4.23 -0.001

=====

4.
118
Properties=species:S:1:pos:R:3:mulliken_charge:R:1 method="wB97M-V/def2-TZVPD" smiles="Fc1ccccc1.Fc1ccccc1.Fc1ccccc1.Fc1ccccc1.CC(C)=O.CC(C)=O.CC(C)=O.CC(C)=O.CC(C)=O.CC(C)=O.CC(C)=O" homo_lumo_gap_ev=9.22 de_lowest_kcal_mol=6.9 homo_ev=-9.1 largest_force_ev_per_a=1.351 energy_ha=-2677.99742
F -2.40 5.75 -1.01 -0.254
C -3.18 5.24 -1.99 0.434
C -3.40 6.03 -3.10 -0.570
C -4.25 5.56 -4.10 -0.400
C -4.80 4.30 -3.98 -0.630
C -4.49 3.49 -2.88 -0.321
C -3.73 3.98 -1.84 -0.082
H -2.88 6.98 -3.10 0.457
H -4.43 6.14 -4.99 0.370
H -5.34 3.86 -4.80 0.366
H -4.97 2.52 -2.86 0.398
H -3.50 3.38 -0.97 0.306
F -2.66 1.90 7.90 -0.335
C -2.38 0.91 7.05 0.480
C -3.05 0.84 5.85 -0.684
C -2.64 -0.11 4.92 0.037
C -1.67 -1.04 5.23 -0.755
C -1.03 -0.99 6.48 -0.279
C -1.41 -0.03 7.40 -0.591
H -3.83 1.58 5.71 0.458
H -3.18 -0.14 3.98 0.424
H -1.36 -1.84 4.57 0.483
H -0.23 -1.67 6.71 0.405
H -0.92 0.05 8.36 0.389
F 0.81 0.25 -2.16 -0.059
C -0.06 0.18 -1.13 0.331
C -1.00 1.18 -0.98 -0.258
C -1.88 1.16 0.09 -0.385
C -1.73 0.15 1.05 -0.857
C -0.83 -0.88 0.86 -1.206
C 0.01 -0.88 -0.25 0.574
H -1.14 1.95 -1.73 0.153
H -2.75 1.80 0.20 0.202
H -2.47 0.04 1.83 0.354
H -0.85 -1.74 1.52 0.520
H 0.61 -1.76 -0.42 0.421
F 8.25 1.64 -1.44 -0.325
C 6.97 1.31 -1.74 0.451
C 6.54 1.48 -3.04 -0.659
C 5.20 1.21 -3.36 -0.426
C 4.31 0.84 -2.36 -0.560
C 4.83 0.57 -1.10 0.293
C 6.13 0.82 -0.76 -0.622
H 7.19 1.91 -3.79 0.410
H 4.87 1.38 -4.38 0.388
H 3.25 0.69 -2.53 0.527
H 4.13 0.23 -0.35 -0.020
H 6.49 0.65 0.25 0.507
C 4.91 -3.14 2.93 -1.446
C 4.21 -2.05 2.14 0.755
C 3.46 -2.50 0.89 -0.273
O 4.27 -0.89 2.43 -0.487
H 5.66 -3.68 2.35 0.358
H 4.12 -3.83 3.24 0.338
H 5.34 -2.68 3.82 0.367
H 3.07 -1.58 0.47 -0.449
H 2.64 -3.19 1.05 0.363
H 4.16 -2.96 0.20 0.531
C 1.93 2.15 2.29 -0.615
C 1.97 1.34 3.57 0.598
C 1.49 -0.10 3.55 0.742
O 2.38 1.84 4.58 -0.624
H 1.01 2.00 1.73 -0.132
H 2.73 1.92 1.58 0.346
H 2.06 3.19 2.58 0.333
H 2.05 -0.63 4.32 0.442
H 1.68 -0.61 2.61 -0.654
H 0.40 -0.13 3.64 -0.421
C -0.59 -6.61 2.10 -1.385
C -0.99 -5.52 1.13 0.911
C -1.70 -5.99 -0.12 -0.964
O -0.88 -4.35 1.42 -0.437
H -1.45 -7.22 2.36 0.349
H -0.18 -6.17 3.01 0.324
H 0.17 -7.29 1.71 0.359
H -2.07 -5.16 -0.72 0.025
H -2.51 -6.66 0.16 0.421
H -1.07 -6.61 -0.76 0.351
C -1.17 3.21 4.06 -0.427
C -0.69 4.41 3.30 0.480
C -0.92 4.43 1.81 -0.539
O -0.16 5.35 3.84 -0.610
H -0.63 2.31 3.76 -0.162
H -2.22 3.07 3.79 0.377
H -1.04 3.32 5.13 0.368
H -1.11 3.43 1.43 -0.281
H 0.06 4.72 1.42 0.287
H -1.75 5.10 1.58 0.465
C 0.92 1.52 -5.79 -0.900
C -0.47 2.11 -5.88 0.453
C -1.34 1.96 -4.65 0.231
O -0.90 2.64 -6.87 -0.565
H 0.85 0.44 -5.90 0.174
H 1.49 1.78 -4.90 0.282
H 1.54 1.93 -6.60 0.389
H -1.84 2.88 -4.33 0.144
H -0.81 1.59 -3.77 -0.486
H -2.12 1.22 -4.85 0.293
C -3.14 -1.51 -2.89 -0.431
C -3.75 -2.55 -1.97 0.450
C -3.40 -2.46 -0.51 -0.355
O -4.49 -3.38 -2.44 -0.608
H -2.55 -0.78 -2.34 -0.111
H -3.92 -0.95 -3.39 0.445
H -2.48 -2.02 -3.60 0.182
H -2.34 -2.68 -0.45 -0.291
H -3.89 -3.27 0.04 0.371
H -3.74 -1.49 -0.16 0.458
C 0.78 -3.99 -2.45 -0.812
C 1.70 -2.85 -2.82 0.780
C 1.52 -2.13 -4.12 -0.908
O 2.60 -2.47 -2.09 -0.469
H 0.76 -4.76 -3.22 0.548
H -0.21 -3.57 -2.29 -0.065
H 1.16 -4.44 -1.53 0.230
H 0.45 -1.97 -4.32 0.206
H 1.90 -2.74 -4.95 0.498
H 1.98 -1.15 -4.17 0.022